Entry 1:
C47H45O6P4Sr as an isolated structure. Source: OMol25; level of theory: ωB97M-V/def2-TZVPD.

Geometry as XYZ:
```
103
C47H45O6P4Sr ωB97M-V/def2-TZVPD
Sr 0.12 0.49 -0.14
O 0.38 0.22 3.01
C -0.34 -0.43 2.24
C -1.18 -1.54 2.84
C -1.43 -1.61 4.21
C -2.22 -2.63 4.72
C -2.76 -3.58 3.87
C -2.52 -3.52 2.50
C -1.73 -2.49 1.98
P -1.46 -2.25 0.18
C 0.04 -3.21 -0.24
C 1.04 -3.45 0.69
C 2.25 -4.02 0.29
C 2.46 -4.35 -1.04
C 1.46 -4.12 -1.98
C 0.26 -3.55 -1.59
C -2.80 -3.20 -0.60
C -3.88 -2.48 -1.11
C -4.96 -3.13 -1.69
C -4.95 -4.51 -1.79
C -3.87 -5.24 -1.31
C -2.80 -4.59 -0.72
H -0.98 -0.87 4.85
H -2.41 -2.69 5.79
H -3.38 -4.37 4.26
H -2.97 -4.25 1.85
H 0.88 -3.21 1.73
H 3.02 -4.22 1.02
H 3.40 -4.80 -1.35
H 1.61 -4.39 -3.02
H -0.52 -3.36 -2.32
H -3.87 -1.39 -1.05
H -5.79 -2.56 -2.07
H -5.79 -5.03 -2.25
H -3.86 -6.32 -1.39
H -1.96 -5.16 -0.35
O -0.48 -0.56 -2.62
P 0.89 -0.19 -3.07
C 2.20 -0.67 -1.78
P 3.38 0.25 -0.68
O 2.64 0.84 0.48
C 4.53 -1.02 -0.18
C 5.53 -1.48 -1.04
C 6.38 -2.49 -0.62
C 6.24 -3.02 0.66
C 5.26 -2.54 1.52
C 4.39 -1.55 1.10
C 4.26 1.45 -1.68
C 4.97 2.42 -0.96
C 5.68 3.40 -1.63
C 5.69 3.42 -3.02
C 4.99 2.46 -3.74
C 4.28 1.48 -3.07
C 0.92 1.59 -3.39
C 0.68 2.22 -4.61
C 0.74 3.60 -4.71
C 1.09 4.39 -3.62
C 1.40 3.79 -2.41
C 1.26 2.41 -2.32
C 1.50 -0.98 -4.57
C 0.51 -1.16 -5.54
C 0.82 -1.70 -6.77
C 2.13 -2.08 -7.05
C 3.12 -1.92 -6.08
C 2.80 -1.37 -4.85
H 2.83 -1.35 -2.36
H 1.76 -1.37 -1.05
H 5.65 -1.04 -2.02
H 7.16 -2.85 -1.27
H 6.92 -3.79 1.00
H 5.17 -2.95 2.52
H 3.63 -1.16 1.76
H 4.95 2.40 0.12
H 6.23 4.14 -1.07
H 6.25 4.19 -3.54
H 5.00 2.48 -4.82
H 3.72 0.75 -3.65
H 0.45 1.64 -5.50
H 0.53 4.07 -5.67
H 1.16 5.46 -3.73
H 1.74 4.36 -1.56
H 1.74 1.87 -1.52
H -0.52 -0.89 -5.31
H 0.05 -1.85 -7.51
H 2.38 -2.51 -8.01
H 4.13 -2.23 -6.29
H 3.60 -1.28 -4.12
C -2.16 4.67 -0.95
O -2.94 3.56 -0.50
P -2.32 2.53 0.56
O -1.99 3.53 1.77
C -0.97 3.25 2.74
O -3.72 1.85 0.94
C -3.75 0.56 1.57
H -2.80 5.26 -1.60
H -1.29 4.32 -1.52
H -1.83 5.27 -0.10
H -0.35 4.13 2.84
H -0.36 2.39 2.46
H -1.45 3.02 3.69
H -3.89 0.69 2.64
H -2.83 0.01 1.39
H -4.59 0.01 1.16
```

The value obtained for the gap between HOMO and LUMO is 6.063 eV. The calculation puts the maximum force at 1.26 eV/A. Its charge is +1. For the energy above the lowest of the compared OMol25 structures with the same formula, charge and spin, the calculation gives 197.89 kJ/mol. Its highest occupied orbital energy is -8.637 eV.



Entry 2:
A 9-piece molecular cluster, C42H110N8O13 overall. Source: OMol25; level of theory: ωB97M-V/def2-TZVPD.

Geometry as XYZ:
```
173
C42H110N8O13 ωB97M-V/def2-TZVPD
C 0.96 0.20 -1.34
C 0.26 0.72 -0.12
O 0.88 0.07 0.95
H 0.48 0.69 -2.18
H 0.98 -0.88 -1.50
H 2.03 0.43 -1.34
H -0.76 0.32 -0.13
H 0.23 1.80 -0.04
H 1.75 0.44 1.06
C -5.67 3.67 -1.34
O -4.47 4.43 -1.47
C -4.50 5.18 -2.68
C -3.21 6.08 -2.72
N -1.98 5.27 -3.09
C -0.77 6.11 -3.15
C 0.43 5.20 -3.62
O 0.85 4.32 -2.60
C 2.00 3.53 -2.94
H -5.45 2.93 -0.58
H -5.95 3.18 -2.28
H -6.51 4.30 -1.04
H -5.35 5.86 -2.68
H -4.76 4.59 -3.56
H -3.10 6.57 -1.75
H -3.25 6.86 -3.48
H -1.86 4.46 -2.49
H -0.54 6.55 -2.18
H -0.86 6.95 -3.84
H 1.22 5.91 -3.85
H 0.12 4.71 -4.54
H 2.84 4.16 -3.24
H 1.76 2.74 -3.65
H 2.33 2.92 -2.10
C 6.11 -2.17 -2.52
O 5.26 -1.08 -2.75
C 5.83 -0.08 -3.66
C 5.02 1.19 -3.67
N 3.66 0.87 -4.03
C 3.56 0.63 -5.48
C 2.07 0.24 -5.72
O 1.58 -0.90 -5.00
C 0.12 -1.02 -4.97
H 6.43 -2.64 -3.45
H 5.51 -2.94 -2.03
H 7.01 -2.03 -1.92
H 6.02 -0.43 -4.67
H 6.80 0.15 -3.22
H 5.40 1.97 -4.33
H 4.90 1.49 -2.63
H 3.48 0.00 -3.55
H 4.08 -0.26 -5.84
H 3.96 1.45 -6.08
H 1.82 0.08 -6.77
H 1.48 1.14 -5.55
H -0.36 -1.10 -5.94
H -0.39 -0.31 -4.31
H -0.01 -2.00 -4.51
C -2.92 1.10 -1.94
O -3.44 0.00 -2.63
C -2.96 -1.30 -2.28
C -3.63 -2.42 -3.09
N -3.54 -2.11 -4.49
C -4.34 -2.97 -5.39
C -4.36 -2.48 -6.85
O -4.98 -1.21 -6.91
C -5.01 -0.65 -8.19
H -1.86 1.30 -2.15
H -3.02 0.85 -0.89
H -3.61 1.92 -2.11
H -3.08 -1.58 -1.23
H -1.88 -1.37 -2.34
H -4.65 -2.63 -2.79
H -3.14 -3.37 -2.91
H -3.76 -1.13 -4.60
H -5.39 -2.93 -5.09
H -4.08 -4.02 -5.44
H -4.93 -3.15 -7.49
H -3.37 -2.52 -7.32
H -5.66 -1.17 -8.90
H -4.00 -0.54 -8.58
H -5.39 0.37 -8.21
C 0.83 -1.83 3.77
O 1.44 -2.01 5.04
C 2.59 -1.25 5.18
C 3.53 -1.80 6.31
N 3.82 -3.21 5.89
C 4.57 -3.95 6.90
C 4.59 -5.46 6.52
O 3.30 -6.07 6.57
C 3.37 -7.41 6.14
H 1.52 -2.11 2.97
H 0.59 -0.80 3.53
H -0.04 -2.48 3.78
H 2.25 -0.26 5.48
H 3.13 -1.12 4.24
H 3.01 -1.79 7.27
H 4.43 -1.19 6.40
H 3.01 -3.72 5.57
H 4.04 -3.88 7.85
H 5.61 -3.62 6.98
H 5.28 -5.97 7.19
H 5.01 -5.44 5.52
H 3.86 -7.51 5.17
H 2.39 -7.88 6.16
H 3.99 -8.02 6.80
C -0.36 -5.40 2.42
C -0.16 -4.84 0.98
C 1.28 -4.35 0.71
O 1.41 -3.90 -0.63
C 2.58 -3.08 -0.91
N -0.55 -5.95 0.02
H 0.13 -6.37 2.53
H -1.44 -5.55 2.50
H -0.01 -4.77 3.24
H -0.76 -3.96 0.72
H 2.10 -5.05 0.84
H 1.41 -3.50 1.38
H 3.46 -3.66 -0.64
H 2.51 -2.12 -0.41
H 2.67 -2.84 -1.97
H -0.02 -6.80 0.19
H -0.34 -5.66 -0.92
C -2.47 -3.47 5.74
C -3.68 -3.32 4.77
C -3.17 -2.99 3.34
O -2.79 -1.63 3.29
C -2.38 -1.19 1.94
N -4.47 -4.53 4.82
H -2.65 -3.98 6.69
H -1.94 -2.53 5.94
H -1.71 -4.07 5.25
H -4.34 -2.56 5.20
H -3.93 -3.27 2.61
H -2.30 -3.62 3.17
H -3.18 -1.42 1.24
H -1.51 -1.74 1.57
H -2.22 -0.12 1.99
H -4.84 -4.74 5.74
H -3.79 -5.24 4.60
C 2.96 3.06 0.77
C 2.79 2.63 2.24
C 1.45 3.07 2.86
O 1.51 3.02 4.29
C 0.64 2.16 4.95
N 2.99 1.21 2.28
H 2.47 2.33 0.13
H 4.00 3.11 0.45
H 2.40 3.96 0.51
H 3.63 3.00 2.82
H 0.55 2.58 2.47
H 1.42 4.15 2.75
H 0.63 1.20 4.44
H -0.34 2.64 5.05
H 0.89 2.08 6.01
H 3.04 0.79 3.20
H 3.88 1.02 1.84
C -1.78 3.81 1.00
C -2.58 4.88 1.71
C -1.85 6.24 1.38
O -0.46 6.27 1.81
C 0.09 7.44 1.34
N -3.96 4.90 1.31
H -2.13 2.79 1.19
H -0.77 3.86 1.40
H -1.84 3.94 -0.08
H -2.50 4.70 2.78
H -2.40 7.10 1.75
H -1.91 6.31 0.29
H -0.44 8.34 1.68
H 0.04 7.59 0.26
H 1.08 7.41 1.79
H -4.14 4.79 0.32
H -4.44 4.13 1.75
```

As for the spin multiplicity: 2. The value obtained for the gap between HOMO and LUMO (spin up / spin down) is 7.271 / 1.967 eV. The calculation puts the maximum force at 4.45 eV/A. Its charge is +1. Its highest occupied orbital energy (spin up / spin down) is -9.700 / -9.700 eV. As for the expectation value of S²: 0.754.



Entry 3:
One molecule with the formula C6H12O. Source: OMol25; level of theory: ωB97M-V/def2-TZVPD.

Geometry as XYZ:
```
19
C6H12O ωB97M-V/def2-TZVPD
C 1.31 1.73 -1.00
C 0.16 1.59 -0.35
C -1.07 0.92 -0.91
C -1.72 -0.09 0.04
C -0.83 -1.28 0.38
O 0.29 -0.85 1.12
C 1.51 -1.38 0.67
H 2.16 2.23 -0.55
H 1.45 1.33 -2.01
H 0.06 1.99 0.66
H -1.81 1.69 -1.14
H -0.82 0.43 -1.86
H -2.64 -0.48 -0.42
H -2.02 0.41 0.97
H -1.40 -2.02 0.97
H -0.51 -1.78 -0.55
H 2.30 -0.91 1.25
H 1.56 -2.47 0.81
H 1.67 -1.15 -0.39
```

As for the SMILES: C=CCCCOC. The value obtained for the gap between HOMO and LUMO is 10.352 eV. The calculation puts the maximum force at 0.30 eV/A. Its charge is 0. For the energy above the lowest of the compared OMol25 structures with the same formula, charge and spin, the calculation gives 144.78 kJ/mol. Its highest occupied orbital energy is -9.183 eV.



Entry 4:
C22H58GaN2O8 as an isolated structure. Source: OMol25; level of theory: ωB97M-V/def2-TZVPD.

Geometry as XYZ:
```
91
C22H58GaN2O8 ωB97M-V/def2-TZVPD
C 1.53 0.69 1.88
C 2.88 1.57 2.14
C 4.27 0.93 1.59
C 4.41 -0.70 1.67
N 5.59 -1.18 2.53
Ga 5.05 -1.23 4.43
N 5.12 0.60 5.12
C 5.08 0.62 6.65
C 3.60 0.29 7.27
H 1.07 0.43 2.96
H 0.72 1.37 1.36
H 1.68 -0.29 1.26
H 2.73 2.60 1.56
H 2.93 1.89 3.29
H 4.53 1.31 0.49
H 5.15 1.37 2.27
H 3.48 -1.27 2.07
H 4.65 -1.08 0.57
H 5.77 -2.19 2.24
H 3.54 -1.83 4.56
H 6.08 -2.09 5.34
H 4.22 1.08 4.84
H 5.33 1.74 6.96
H 5.95 -0.07 7.05
H 3.60 0.68 8.39
H 2.74 0.87 6.70
H 3.38 -0.88 7.34
C 2.90 5.35 0.64
O 4.02 4.47 0.57
C 4.62 4.46 -0.73
C 5.87 5.34 -0.77
O 5.55 6.72 -0.59
C 5.79 7.16 0.74
H 2.68 5.53 1.70
H 3.10 6.31 0.17
H 2.04 4.88 0.17
H 3.90 4.76 -1.49
H 4.91 3.42 -0.93
H 6.33 5.25 -1.77
H 6.62 5.01 -0.04
H 6.87 7.33 0.88
H 5.43 6.45 1.49
H 5.27 8.11 0.89
C -1.41 -3.83 -2.46
O -1.69 -2.43 -2.55
C -1.80 -1.82 -1.26
C -0.50 -1.08 -0.88
O 0.58 -2.00 -0.70
C 1.43 -2.05 -1.84
H -1.07 -4.17 -3.44
H -0.64 -4.05 -1.72
H -2.33 -4.36 -2.20
H -2.07 -2.55 -0.50
H -2.61 -1.08 -1.32
H -0.66 -0.58 0.08
H -0.25 -0.32 -1.62
H 2.09 -1.18 -1.85
H 0.87 -2.10 -2.78
H 2.05 -2.95 -1.76
C -3.56 -1.54 -4.82
O -4.11 -0.94 -5.99
C -5.53 -0.82 -5.93
C -5.97 0.59 -5.54
O -5.57 0.91 -4.20
C -4.39 1.71 -4.16
H -2.49 -1.34 -4.80
H -4.01 -1.13 -3.90
H -3.72 -2.62 -4.86
H -5.95 -1.57 -5.25
H -5.91 -1.04 -6.94
H -7.06 0.64 -5.57
H -5.58 1.33 -6.25
H -4.64 2.74 -4.40
H -3.62 1.34 -4.85
H -3.99 1.67 -3.15
C -5.55 -5.56 -0.10
O -6.67 -5.00 0.59
C -6.28 -4.09 1.61
C -6.41 -2.63 1.15
O -5.49 -2.34 0.09
C -6.10 -2.37 -1.19
H -5.91 -6.01 -1.03
H -4.80 -4.80 -0.35
H -5.09 -6.34 0.52
H -5.27 -4.30 1.96
H -6.97 -4.25 2.46
H -6.16 -1.97 1.98
H -7.44 -2.41 0.83
H -6.67 -1.46 -1.35
H -6.76 -3.24 -1.32
H -5.31 -2.43 -1.95
```

The value obtained for the gap between HOMO and LUMO is 5.867 eV. The calculation puts the maximum force at 2.67 eV/A. Its charge is -1. Its highest occupied orbital energy is -3.856 eV.



Entry 5:
An isolated ion of composition C6H9N2O and charge +1. Source: OMol25; level of theory: ωB97M-V/def2-TZVPD.

Geometry as XYZ:
```
18
C6H9N2O ωB97M-V/def2-TZVPD
C 2.18 -1.14 -0.02
N 2.77 0.02 -0.03
C 2.02 1.13 -0.09
N 0.74 1.12 -0.02
C -0.01 -0.20 -0.01
C -1.07 -0.15 1.10
C -2.16 -0.33 -0.02
C -1.07 -0.17 -1.09
O 0.85 -1.31 -0.02
H 2.79 -2.06 0.16
H 2.52 2.07 -0.36
H 0.08 1.84 0.21
H -1.11 0.84 1.67
H -1.20 -1.05 1.82
H -2.60 -1.28 0.07
H -2.78 0.58 -0.04
H -0.89 -0.82 -1.92
H -1.08 0.90 -1.40
```

As for the SMILES: C1=NC=[NH+]C2(CCC2)O1. The value obtained for the gap between HOMO and LUMO is 9.691 eV. The calculation puts the maximum force at 2.45 eV/A. Its charge is +1. For the energy above the lowest of the compared OMol25 structures with the same formula, charge and spin, the calculation gives 154.17 kJ/mol. Its highest occupied orbital energy is -15.039 eV.



Entry 6:
One molecule with the formula C21H24N4O3S2. Source: OMol25; level of theory: ωB97M-V/def2-TZVPD.

Geometry as XYZ:
```
54
C21H24N4O3S2 ωB97M-V/def2-TZVPD
C 4.79 -0.95 -3.35
C 3.32 -1.33 -3.30
O 2.54 -0.31 -2.68
C 2.49 -0.32 -1.34
O 3.05 -1.15 -0.66
C 1.69 0.78 -0.80
C 1.61 1.11 0.55
C 2.28 0.51 1.73
N 0.78 2.15 0.68
C 0.28 2.53 -0.56
C -0.70 3.57 -0.77
O -1.02 3.96 -1.87
C -1.37 4.17 0.46
S -3.19 4.08 0.31
C -3.45 2.37 0.38
N -4.55 1.81 0.05
N -4.58 0.49 0.21
C -3.48 -0.01 0.66
N -3.26 -1.31 0.90
C -2.04 -1.80 1.41
C -0.91 -1.82 0.59
C -1.00 -1.40 -0.85
C 0.29 -2.27 1.12
C 0.36 -2.71 2.43
C -0.77 -2.72 3.23
C -1.98 -2.26 2.73
C -3.22 -2.25 3.58
S -2.23 1.20 0.99
C 0.85 1.68 -1.51
C 0.60 1.70 -2.97
H 5.19 -0.87 -2.35
H 4.92 0.00 -3.86
H 5.35 -1.72 -3.89
H 2.90 -1.44 -4.30
H 3.19 -2.27 -2.74
H 3.00 -0.24 1.40
H 1.55 0.02 2.37
H 2.79 1.27 2.31
H 0.55 2.58 1.56
H -1.09 3.72 1.41
H -1.17 5.24 0.49
H -4.09 -1.89 0.96
H -0.97 -0.31 -0.93
H -1.93 -1.75 -1.30
H -0.16 -1.80 -1.41
H 1.18 -2.28 0.50
H 1.30 -3.05 2.83
H -0.72 -3.07 4.25
H -3.94 -2.99 3.22
H -3.70 -1.27 3.55
H -2.97 -2.49 4.61
H 0.37 0.70 -3.33
H 1.48 2.05 -3.49
H -0.23 2.37 -3.20
```

As for the SMILES: CCOC(=O)c1c(C)[nH]c(C(=O)CSc2nnc(Nc3c(C)cccc3C)s2)c1C. The value obtained for the gap between HOMO and LUMO is 8.208 eV. The calculation puts the maximum force at 1.76 eV/A. Its charge is 0. For the energy above the lowest of the compared OMol25 structures with the same formula, charge and spin, the calculation gives 147.69 kJ/mol. Its highest occupied orbital energy is -8.015 eV.



Please write out number 1 again, unchanged.
C47H45O6P4Sr as an isolated structure. Source: OMol25; level of theory: ωB97M-V/def2-TZVPD.

Geometry as XYZ:
```
103
C47H45O6P4Sr ωB97M-V/def2-TZVPD
Sr 0.12 0.49 -0.14
O 0.38 0.22 3.01
C -0.34 -0.43 2.24
C -1.18 -1.54 2.84
C -1.43 -1.61 4.21
C -2.22 -2.63 4.72
C -2.76 -3.58 3.87
C -2.52 -3.52 2.50
C -1.73 -2.49 1.98
P -1.46 -2.25 0.18
C 0.04 -3.21 -0.24
C 1.04 -3.45 0.69
C 2.25 -4.02 0.29
C 2.46 -4.35 -1.04
C 1.46 -4.12 -1.98
C 0.26 -3.55 -1.59
C -2.80 -3.20 -0.60
C -3.88 -2.48 -1.11
C -4.96 -3.13 -1.69
C -4.95 -4.51 -1.79
C -3.87 -5.24 -1.31
C -2.80 -4.59 -0.72
H -0.98 -0.87 4.85
H -2.41 -2.69 5.79
H -3.38 -4.37 4.26
H -2.97 -4.25 1.85
H 0.88 -3.21 1.73
H 3.02 -4.22 1.02
H 3.40 -4.80 -1.35
H 1.61 -4.39 -3.02
H -0.52 -3.36 -2.32
H -3.87 -1.39 -1.05
H -5.79 -2.56 -2.07
H -5.79 -5.03 -2.25
H -3.86 -6.32 -1.39
H -1.96 -5.16 -0.35
O -0.48 -0.56 -2.62
P 0.89 -0.19 -3.07
C 2.20 -0.67 -1.78
P 3.38 0.25 -0.68
O 2.64 0.84 0.48
C 4.53 -1.02 -0.18
C 5.53 -1.48 -1.04
C 6.38 -2.49 -0.62
C 6.24 -3.02 0.66
C 5.26 -2.54 1.52
C 4.39 -1.55 1.10
C 4.26 1.45 -1.68
C 4.97 2.42 -0.96
C 5.68 3.40 -1.63
C 5.69 3.42 -3.02
C 4.99 2.46 -3.74
C 4.28 1.48 -3.07
C 0.92 1.59 -3.39
C 0.68 2.22 -4.61
C 0.74 3.60 -4.71
C 1.09 4.39 -3.62
C 1.40 3.79 -2.41
C 1.26 2.41 -2.32
C 1.50 -0.98 -4.57
C 0.51 -1.16 -5.54
C 0.82 -1.70 -6.77
C 2.13 -2.08 -7.05
C 3.12 -1.92 -6.08
C 2.80 -1.37 -4.85
H 2.83 -1.35 -2.36
H 1.76 -1.37 -1.05
H 5.65 -1.04 -2.02
H 7.16 -2.85 -1.27
H 6.92 -3.79 1.00
H 5.17 -2.95 2.52
H 3.63 -1.16 1.76
H 4.95 2.40 0.12
H 6.23 4.14 -1.07
H 6.25 4.19 -3.54
H 5.00 2.48 -4.82
H 3.72 0.75 -3.65
H 0.45 1.64 -5.50
H 0.53 4.07 -5.67
H 1.16 5.46 -3.73
H 1.74 4.36 -1.56
H 1.74 1.87 -1.52
H -0.52 -0.89 -5.31
H 0.05 -1.85 -7.51
H 2.38 -2.51 -8.01
H 4.13 -2.23 -6.29
H 3.60 -1.28 -4.12
C -2.16 4.67 -0.95
O -2.94 3.56 -0.50
P -2.32 2.53 0.56
O -1.99 3.53 1.77
C -0.97 3.25 2.74
O -3.72 1.85 0.94
C -3.75 0.56 1.57
H -2.80 5.26 -1.60
H -1.29 4.32 -1.52
H -1.83 5.27 -0.10
H -0.35 4.13 2.84
H -0.36 2.39 2.46
H -1.45 3.02 3.69
H -3.89 0.69 2.64
H -2.83 0.01 1.39
H -4.59 0.01 1.16
```

The value obtained for the gap between HOMO and LUMO is 6.063 eV. The calculation puts the maximum force at 1.26 eV/A. Its charge is +1. For the energy above the lowest of the compared OMol25 structures with the same formula, charge and spin, the calculation gives 197.89 kJ/mol. Its highest occupied orbital energy is -8.637 eV.